{
  "formula": "C4H6N2O",
  "method": "the ωB97M-V functional and the def2-TZVPD basis",
  "de_lowest_kj_mol": 561.8,
  "homo_lumo_gap_ev": 9.18,
  "fmax_ev_per_a": 6.2,
  "species": ["C", "C", "C", "C", "H", "H", "H", "H", "H", "H", "N", "N", "O"],
  "positions_angstrom": [[1.31953, -0.91648, 0.37358], [0.30240, 0.23665, 0.10153], [-1.78477, 0.76087, -0.16562], [-1.28879, 1.47593, 0.87394], [1.56982, -0.44695, -1.81507], [0.21993, -1.85365, -1.54716], [0.91999, -1.80013, 1.17969], [2.25651, -0.51634, 0.71231], [-2.57811, 1.10782, -0.77099], [-1.57159, 2.49114, 1.53708], [1.25935, -1.52439, -1.10483], [-0.72452, -0.07192, -0.63935], [0.10026, 1.05745, 1.26489]]
}

{
  "formula": "C4H6N2O",
  "method": "the ωB97M-V functional and the def2-TZVPD basis",
  "de_lowest_kj_mol": 421.4,
  "homo_lumo_gap_ev": 9.40,
  "smiles": "C1=CCOCNN=1",
  "fmax_ev_per_a": 0.6,
  "species": ["C", "C", "C", "O", "C", "N", "N", "H", "H", "H", "H", "H", "H"],
  "positions_angstrom": [[1.24686, 0.79033, -0.31863], [1.44176, -0.38753, 0.23495], [0.45256, -1.42837, -0.24559], [-0.83738, -0.83502, -0.47238], [-1.13149, 0.32267, 0.26561], [-0.81914, 1.49710, -0.54035], [0.54564, 1.63411, -0.91063], [1.98849, -0.50625, 1.16375], [0.73182, -1.89130, -1.19636], [0.36523, -2.22211, 0.50865], [-2.20302, 0.34207, 0.47588], [-0.58993, 0.31250, 1.22244], [-1.19142, 2.37179, -0.18732]]
}

{
  "formula": "C4H6N2O",
  "method": "the ωB97M-V functional and the def2-TZVPD basis",
  "de_lowest_kj_mol": 311.2,
  "homo_lumo_gap_ev": 9.32,
  "smiles": "Cc1cc(N)on1",
  "fmax_ev_per_a": 1.2,
  "species": ["C", "C", "C", "C", "N", "O", "N", "H", "H", "H", "H", "H", "H"],
  "positions_angstrom": [[-2.03706, 0.38509, -0.15689], [-0.76748, -0.32209, 0.17309], [0.31102, 0.18900, 0.94603], [1.34836, -0.50973, 0.39726], [2.52772, -0.09952, -0.22462], [0.90091, -1.59239, -0.25535], [-0.44328, -1.37950, -0.52760], [-1.97511, 0.71473, -1.20166], [-2.88533, -0.29008, -0.06026], [-2.16743, 1.26893, 0.46940], [0.32574, 1.05723, 1.59055], [2.67248, 0.88836, -0.04676], [2.14505, -0.17695, -1.17717]]
}

{
  "formula": "C4H6N2O",
  "method": "the ωB97M-V functional and the def2-TZVPD basis",
  "de_lowest_kj_mol": 644.1,
  "homo_lumo_gap_ev": [9.27, 9.27],
  "fmax_ev_per_a": 0.6,
  "species": ["C", "O", "C", "N", "N", "C", "C", "H", "H", "H", "H", "H", "H"],
  "positions_angstrom": [[-2.12797, 0.57438, 0.33016], [-1.57352, -0.33046, -0.63490], [-0.33966, -0.08746, -1.02632], [0.39638, 0.86372, -0.77533], [1.45684, 1.42382, -0.42732], [2.37424, -1.32911, 0.34510], [1.49804, -2.14848, 0.43987], [-3.12611, 0.20168, 0.56138], [-1.50782, 0.59370, 1.23093], [-2.18792, 1.57738, -0.10485], [1.57637, 2.25512, -1.01848], [3.10391, -0.55700, 0.23356], [0.73224, -2.88706, 0.53014]]
}

{
  "formula": "C4H6N2O",
  "method": "the ωB97M-V functional and the def2-TZVPD basis",
  "de_lowest_kj_mol": 516.9,
  "homo_lumo_gap_ev": [9.24, 5.62],
  "fmax_ev_per_a": 3.4,
  "species": ["C", "C", "C", "C", "N", "N", "O", "H", "H", "H", "H", "H", "H"],
  "positions_angstrom": [[-2.20756, -0.05899, -0.02316], [-0.13323, -1.06614, 0.22235], [1.25941, -0.44553, 0.21443], [0.67548, 1.76711, -0.41210], [-3.34041, 0.09437, 0.23040], [-1.09264, -0.38964, -0.54842], [1.12089, 0.94635, 0.51779], [0.10566, -2.19209, 0.04716], [-0.43051, -1.15214, 1.26605], [1.85594, -0.92776, 0.94853], [1.54440, -0.44991, -0.86404], [0.77122, 1.47284, -1.45766], [-0.12866, 2.40153, -0.14135]]
}

{
  "formula": "C4H6N2O",
  "method": "the ωB97M-V functional and the def2-TZVPD basis",
  "de_lowest_kj_mol": 91.8,
  "homo_lumo_gap_ev": 8.11,
  "smiles": "Nc1c[nH]c(O)c1",
  "fmax_ev_per_a": 0.3,
  "species": ["N", "C", "C", "N", "C", "O", "C", "H", "H", "H", "H", "H", "H"],
  "positions_angstrom": [[-2.18449, 0.62209, -0.38816], [-0.87849, 0.11701, -0.21775], [-0.47402, -1.18661, -0.33530], [0.89996, -1.21470, -0.10953], [1.33536, 0.04095, 0.14076], [2.65319, 0.21626, 0.41775], [0.27660, 0.91205, 0.07208], [-2.87869, 0.00524, 0.01585], [-2.28072, 1.53410, 0.04064], [-1.02201, -2.08391, -0.58173], [1.48394, -2.03192, -0.06795], [2.75336, 1.08101, 0.83319], [0.31602, 1.98844, 0.18015]]
}

{
  "formula": "C4H6N2O",
  "method": "the ωB97M-V functional and the def2-TZVPD basis",
  "de_lowest_kj_mol": 292.9,
  "homo_lumo_gap_ev": 9.12,
  "smiles": "[H]/N=C/C(N)=C=CO",
  "fmax_ev_per_a": 0.4,
  "species": ["H", "N", "C", "C", "N", "C", "C", "O", "H", "H", "H", "H", "H"],
  "positions_angstrom": [[0.51144, -3.04270, -0.72042], [0.57189, -2.08623, -0.37058], [-0.53644, -1.48866, -0.53404], [-0.73626, -0.07246, -0.11987], [-2.06310, 0.38540, -0.22548], [0.29672, 0.66693, 0.22630], [1.40112, 1.35667, 0.31705], [2.15368, 1.47711, 1.45429], [-1.42673, -1.96137, -0.97500], [-2.75763, -0.25973, 0.13071], [-2.19396, 1.30695, 0.17029], [1.75283, 1.92493, -0.54556], [3.02642, 1.79317, 1.19230]]
}

{
  "formula": "C4H6N2O",
  "method": "the ωB97M-V functional and the def2-TZVPD basis",
  "de_lowest_kj_mol": 195.3,
  "homo_lumo_gap_ev": 10.18,
  "smiles": "c1cn[nH]c1.C=O",
  "fmax_ev_per_a": 0.6,
  "species": ["C", "C", "N", "N", "C", "H", "H", "H", "H", "C", "O", "H", "H"],
  "positions_angstrom": [[0.17519, -0.61529, 0.78235], [-1.06758, -1.26934, 0.92805], [-2.03957, -0.42237, 1.23710], [-1.42968, 0.76969, 1.29221], [-0.10524, 0.71031, 1.02432], [1.14016, -1.03863, 0.54301], [-1.29393, -2.32217, 0.81683], [-1.97715, 1.58330, 1.52180], [0.52313, 1.58934, 1.01594], [1.39475, 0.24312, -2.22100], [1.90897, 1.03021, -1.46632], [1.69259, 0.17422, -3.28605], [0.60104, -0.45217, -1.88727]]
}

{
  "formula": "C4H6N2O",
  "method": "the ωB97M-V functional and the def2-TZVPD basis",
  "de_lowest_kj_mol": 526.5,
  "homo_lumo_gap_ev": 10.49,
  "fmax_ev_per_a": 3.8,
  "species": ["C", "C", "C", "C", "H", "H", "H", "H", "H", "H", "N", "N", "O"],
  "positions_angstrom": [[1.54698, 0.41436, 0.40196], [-0.36740, 0.10387, 0.78780], [-1.62824, -0.43761, 0.35704], [0.45281, -0.20609, -0.41862], [1.54248, 1.53241, 0.41781], [2.58879, -0.06344, 0.27045], [-0.48854, 1.15171, 0.78694], [-2.60636, -0.46447, 0.94427], [-0.33134, -0.40573, -2.31589], [0.53196, -1.25070, -0.37007], [-1.62615, -0.37305, -0.92700], [-0.51149, 0.17174, -1.47246], [0.89649, -0.17299, 1.53778]]
}

{
  "formula": "C4H6N2O",
  "method": "the ωB97M-V functional and the def2-TZVPD basis",
  "de_lowest_kj_mol": 262.2,
  "homo_lumo_gap_ev": 9.54,
  "smiles": "COC1=CCN=N1",
  "fmax_ev_per_a": 0.3,
  "species": ["C", "O", "C", "C", "C", "N", "N", "H", "H", "H", "H", "H", "H"],
  "positions_angstrom": [[1.28815, -1.72084, 0.98749], [0.48549, -0.58948, 1.31568], [-0.09646, 0.05264, 0.29905], [-0.77275, 1.21091, 0.31534], [-1.09724, 1.46835, -1.10998], [-0.61568, 0.28247, -1.82659], [-0.03405, -0.48264, -1.02475], [1.68668, -2.07575, 1.93831], [0.69367, -2.50390, 0.50984], [2.11118, -1.44361, 0.32060], [-0.99822, 1.83894, 1.16518], [-0.50641, 2.29811, -1.52417], [-2.14435, 1.66481, -1.36599]]
}

{
  "formula": "C4H6N2O",
  "method": "the ωB97M-V functional and the def2-TZVPD basis",
  "de_lowest_kj_mol": 275.6,
  "homo_lumo_gap_ev": 9.88,
  "smiles": "[H]/N=C(\\O)N=C=CC",
  "fmax_ev_per_a": 1.9,
  "species": ["H", "N", "C", "O", "N", "C", "C", "C", "H", "H", "H", "H", "H"],
  "positions_angstrom": [[-2.72377, -0.91818, 0.98349], [-1.77703, -0.61735, 0.80400], [-1.85144, 0.25885, -0.09481], [-3.01182, 0.64231, -0.65488], [-0.69047, 0.81820, -0.71171], [0.24909, 0.03856, -0.49187], [1.17962, -0.80802, -0.16402], [2.29959, 0.08324, 0.44898], [-2.80355, 1.30678, -1.31956], [1.29351, -1.82099, -0.61360], [2.48644, -0.12055, 1.49518], [2.09499, 1.17345, 0.38658], [3.25484, -0.03629, -0.06778]]
}

{
  "formula": "C4H6N2O",
  "method": "the ωB97M-V functional and the def2-TZVPD basis",
  "de_lowest_kj_mol": 152.7,
  "homo_lumo_gap_ev": 11.01,
  "smiles": "[H]/N=C/OCCC#N",
  "fmax_ev_per_a": 1.1,
  "species": ["H", "N", "C", "O", "C", "C", "C", "N", "H", "H", "H", "H", "H"],
  "positions_angstrom": [[-2.79378, 1.61162, -0.75192], [-2.49051, 0.85870, -0.13707], [-1.45086, 0.32229, -0.59236], [-0.93048, -0.77535, 0.01634], [0.42330, -1.08801, -0.22863], [1.34017, -0.39956, 0.78982], [1.14189, 1.05198, 0.74271], [0.90657, 2.17929, 0.63592], [-0.89790, 0.63377, -1.48190], [0.73704, -0.82431, -1.24842], [0.51221, -2.17042, -0.11802], [1.11477, -0.76264, 1.79595], [2.38757, -0.63735, 0.57757]]
}

{
  "formula": "C4H6N2O",
  "method": "the ωB97M-V functional and the def2-TZVPD basis",
  "de_lowest_kj_mol": 241.6,
  "homo_lumo_gap_ev": 10.46,
  "smiles": "[H]/N=C1\\CCO\\C1=N\\[H]",
  "fmax_ev_per_a": 3.5,
  "species": ["H", "N", "C", "C", "C", "O", "C", "N", "H", "H", "H", "H", "H"],
  "positions_angstrom": [[-0.21056, 1.86975, 0.78750], [0.78908, 1.67212, 0.90864], [0.47569, 0.67084, 0.19650], [-1.00746, 0.49742, -0.34449], [-1.01259, -1.00513, -0.40440], [0.33027, -1.39748, -0.73954], [1.23975, -0.52517, -0.24041], [2.47616, -0.77660, -0.21898], [2.97666, 0.01718, 0.18297], [-1.11409, 0.98128, -1.32755], [-1.86273, 0.88148, 0.26379], [-1.66740, -1.42612, -1.15957], [-1.27056, -1.40738, 0.58428]]
}

{
  "formula": "C4H6N2O",
  "method": "the ωB97M-V functional and the def2-TZVPD basis",
  "de_lowest_kj_mol": 101.8,
  "homo_lumo_gap_ev": 9.20,
  "smiles": "COc1c[nH]cn1",
  "fmax_ev_per_a": 0.4,
  "species": ["C", "O", "C", "C", "N", "C", "N", "H", "H", "H", "H", "H", "H"],
  "positions_angstrom": [[-0.23813, 0.76747, -2.17844], [-1.06320, 0.43631, -1.07469], [-0.39748, -0.04257, 0.00032], [-0.68672, 0.25721, 1.30395], [0.21472, -0.49122, 2.03493], [0.98836, -1.16738, 1.15104], [0.64539, -0.92101, -0.09316], [0.55380, 1.46326, -1.87331], [-0.88977, 1.25393, -2.90761], [0.22133, -0.12183, -2.62003], [-1.42141, 0.90875, 1.74941], [0.28863, -0.51425, 3.03884], [1.78449, -1.82867, 1.46875]]
}

{
  "formula": "C4H6N2O",
  "method": "the ωB97M-V functional and the def2-TZVPD basis",
  "de_lowest_kj_mol": 243.3,
  "homo_lumo_gap_ev": 7.91,
  "smiles": "Nc1ccc(O)[nH]1",
  "fmax_ev_per_a": 1.0,
  "species": ["N", "C", "C", "C", "C", "O", "N", "H", "H", "H", "H", "H", "H"],
  "positions_angstrom": [[-2.14681, -0.10163, -0.04031], [-0.80300, 0.12007, 0.28330], [-0.03903, 1.27894, 0.30053], [1.31526, 0.87746, 0.42722], [1.34150, -0.50123, 0.42676], [2.01267, -1.21688, -0.56594], [0.01555, -0.92420, 0.52685], [-2.38139, 0.50230, -0.82290], [-2.28089, -1.06240, -0.34868], [-0.39858, 2.28301, 0.13019], [2.19356, 1.50357, 0.33641], [1.58550, -0.80499, -1.34592], [-0.24350, -1.89578, 0.59254]]
}

{
  "formula": "C4H6N2O",
  "method": "the ωB97M-V functional and the def2-TZVPD basis",
  "de_lowest_kj_mol": 327.2,
  "homo_lumo_gap_ev": 8.03,
  "smiles": "N[C@H]1NC=C=C1O",
  "fmax_ev_per_a": 0.6,
  "species": ["N", "C", "N", "C", "C", "C", "O", "H", "H", "H", "H", "H", "H"],
  "positions_angstrom": [[-1.39286, 0.11177, 1.22296], [-0.07872, 0.04269, 0.63773], [0.28235, -1.30281, 0.27951], [0.89369, -1.26070, -0.91911], [0.99123, -0.00024, -1.56293], [0.30539, 0.74706, -0.63849], [0.06905, 2.06739, -0.61436], [-2.07624, 0.01711, 0.47617], [-1.55359, 1.01653, 1.65303], [0.70691, 0.44149, 1.29603], [0.05346, -2.10164, 0.85187], [1.28670, -2.21049, -1.28680], [0.51262, 2.43186, -1.39561]]
}

{
  "formula": "C4H6N2O",
  "method": "the ωB97M-V functional and the def2-TZVPD basis",
  "de_lowest_kj_mol": 361.1,
  "homo_lumo_gap_ev": 7.25,
  "fmax_ev_per_a": 0.4,
  "species": ["N", "C", "C", "O", "C", "C", "N", "H", "H", "H", "H", "H", "H"],
  "positions_angstrom": [[2.05139, 0.94147, 0.59191], [0.86322, 0.47731, 0.41948], [0.24837, -0.79939, 0.27358], [0.98032, -1.96626, 0.36282], [-0.98708, -0.61512, -0.41361], [-1.29216, 0.80507, -0.34059], [-0.20871, 1.39234, 0.15924], [-0.85659, -0.09062, -1.52726], [2.68540, 0.14629, 0.63122], [0.47957, -2.60127, 0.88920], [-1.75722, -1.37542, -0.53777], [-2.20809, 1.30509, -0.62022], [0.00159, 2.38052, 0.11200]]
}

{
  "formula": "C4H6N2O",
  "method": "the ωB97M-V functional and the def2-TZVPD basis",
  "de_lowest_kj_mol": 682.7,
  "homo_lumo_gap_ev": 9.86,
  "smiles": "C1=NNC[C@H]2O[C@H]12",
  "fmax_ev_per_a": 4.7,
  "species": ["C", "N", "N", "C", "C", "O", "C", "H", "H", "H", "H", "H", "H"],
  "positions_angstrom": [[-0.33622, -1.56237, -0.00536], [-1.39387, -0.90968, -0.16843], [-1.25522, 0.49728, -0.07657], [-0.00588, 1.34400, 0.13837], [0.75707, 0.36158, -0.60269], [2.03794, -0.27665, -0.22142], [0.90379, -0.69859, 0.34942], [-0.40953, -2.69948, -0.05700], [-2.07519, 1.11733, -0.29994], [-0.04094, 2.40853, -0.18273], [0.32071, 1.35978, 1.25113], [0.47348, -0.36131, -1.55929], [1.02386, -0.58042, 1.43449]]
}

{
  "formula": "C4H6N2O",
  "method": "the ωB97M-V functional and the def2-TZVPD basis",
  "de_lowest_kj_mol": 519.5,
  "homo_lumo_gap_ev": 9.22,
  "fmax_ev_per_a": 0.7,
  "species": ["C", "C", "C", "C", "O", "N", "N", "H", "H", "H", "H", "H", "H"],
  "positions_angstrom": [[-2.56383, -0.16188, 0.54524], [-1.18886, -0.06964, -0.05537], [2.40390, -0.16895, -1.20163], [1.53733, 0.46778, -0.44964], [3.48846, -0.84553, -0.67868], [0.82984, 1.19692, 0.25632], [-0.43291, 0.71559, 0.66244], [-2.70850, 0.31758, 1.53184], [-2.88659, -1.20682, 0.60183], [-3.24535, 0.32194, -0.16760], [2.31543, -0.14560, -2.28725], [3.18257, -1.65238, -0.25122], [-0.73148, 1.23099, 1.49373]]
}